Here is a 5-piece molecular cluster, H10O4S overall at a distorted geometry from the OMol25 dataset. Energies are from ωB97M-V/def2-TZVPD.

Last columns: bonded neighbours and bond lengths (Å).
CARTESIAN COORDINATES (ANGSTROEM)
1 S -1.4615 -0.1524 -3.2011  H2 1.448, H3 1.371
2 H -1.6634 -1.2225 -2.2463  S1 1.448
3 H -0.1458 0.1712 -3.4080  S1 1.371
4 H 0.2428 -2.0718 -0.2207  O6 0.985
5 H 1.6763 -1.3096 -0.4564  O6 0.966
6 O 0.8589 -1.6361 -0.8535  H4 0.985, H5 0.966
7 H 0.1551 0.8445 -0.9455  O9 0.982
8 H 1.6071 1.3435 -0.6929  O9 0.969
9 O 0.6931 1.6507 -0.7893  H7 0.982, H8 0.969
10 H -0.5607 1.5920 1.1573  O12 0.960
11 H -1.1491 2.4926 2.2025  O12 0.965
12 O -1.2344 1.6021 1.8406  H10 0.960, H11 0.965
13 H -0.2844 -0.8698 2.0925  O15 0.962
14 H 0.6277 -1.4091 3.2047  O15 0.968
15 O 0.6382 -1.0251 2.3160  H13 0.962, H14 0.968

Values from the calculation:
* total energy: -19176.8627 eV
* HOMO energy (spin up / spin down): -14.081 / -14.077 eV
* E_LUMO (spin up / spin down): -5.7 / -10.4 eV
* 2S+1: 2
* ΔE to the lowest compared entry with this formula, charge and spin: 1.2643 eV
* net charge: +1